# C4H10N3S

C4H10N3S as an isolated structure (wB97M-V/def2-TZVPD, the Open Molecules 2025 dataset).

Geometry as XYZ:
```
18
Properties=species:S:1:pos:R:3:mulliken_charge:R:1
C -0.625 0.596 1.092 -0.54
C -1.574 -0.548 1.563 -0.51
C 0.043 -1.276 -0.323 0.12
C 1.229 0.927 -0.632 -0.77
N 0.603 -2.722 -2.143 -0.59
N 0.051 -1.715 -1.622 0.13
N -0.112 0.238 -0.266 -0.19
S -1.527 -1.906 0.388 -0.08
H -1.019 1.579 0.918 0.44
H 0.312 0.802 1.653 0.28
H -1.274 -1.039 2.544 0.33
H -2.652 -0.251 1.823 0.39
H 1.095 -1.450 0.631 0.31
H 1.859 0.765 0.283 0.40
H 1.636 0.339 -1.515 0.30
H 1.029 2.061 -0.866 0.31
H 0.357 -2.663 -3.259 0.32
H -0.677 0.475 -1.036 0.36
```

Its energy relative to the best compared isomer or geometry (same formula, charge and spin) is 4.309 eV. As for the net charge: +1. Its total energy is -19605.043 eV. For the strongest force on any atom, the calculation gives 5.6 eV/A. For the orbital gap, the calculation gives 9.17 eV. The value obtained for the HOMO energy is -13.381 eV.